[1]
Below is a molecular structure, C35H30Cl4GeIMoN4O9 in a non-equilibrium geometry, with properties calculated with ωB97M-V/def2-TZVPD.

Last column: Löwdin spin population.
Geometry (Å):
Mo 0.63 -0.50 0.29  0.93
Cl 2.15 -7.04 -0.93  0.00
C 1.31 -5.58 -0.60  0.00
C -0.05 -5.60 -0.30  0.00
Cl -0.90 -7.10 -0.25  0.00
C -0.73 -4.41 -0.05  0.00
Cl -2.41 -4.38 0.31  0.00
C -0.04 -3.21 -0.07  0.01
O -0.60 -2.00 0.10  0.02
C 1.34 -3.18 -0.35  0.00
O 1.90 -1.97 -0.35  0.02
C 2.01 -4.37 -0.63  0.00
Cl 3.68 -4.29 -1.03  0.00
N 0.70 -0.64 -2.29  -0.01
C 1.81 0.09 -2.95  0.00
C 3.13 0.09 -2.18  0.00
C 3.06 0.94 -0.94  0.01
O 3.89 1.74 -0.57  0.02
O 1.90 0.80 -0.29  0.05
H 0.91 -1.64 -2.31  0.00
H -0.13 -0.51 -2.87  0.00
H 1.48 1.12 -3.11  0.00
H 1.98 -0.35 -3.94  0.00
H 3.93 0.46 -2.82  0.00
H 3.39 -0.93 -1.88  0.00
C 3.27 -2.66 2.16  0.00
C 2.16 -1.92 2.82  0.01
N 1.20 -1.19 2.27  0.00
C 0.47 -0.65 3.29  0.00
C 0.96 -1.07 4.48  0.00
N 2.02 -1.88 4.15  0.00
C 0.63 -0.80 5.90  0.00
O -0.35 0.04 6.13  0.00
O 1.26 -1.36 6.77  0.00
C -0.50 0.38 2.92  0.00
O -1.17 0.98 3.75  0.00
O -0.53 0.58 1.64  0.01
H 3.60 -2.13 1.27  0.00
H 2.96 -3.66 1.88  0.00
H 4.11 -2.74 2.86  0.00
H 2.61 -2.33 4.84  0.00
H -0.73 0.43 5.29  0.00
C 0.36 3.81 -4.08  0.00
C 0.79 3.83 -2.76  0.00
C 0.24 2.95 -1.84  0.00
C -0.76 2.04 -2.22  0.00
C -1.18 2.04 -3.54  0.00
C -0.62 2.91 -4.47  0.00
Ge -1.47 0.74 -0.93  -0.04
C -2.63 1.68 0.32  -0.01
C -2.50 3.05 0.55  0.00
C -3.30 3.69 1.48  0.00
C -4.25 2.97 2.19  0.00
C -4.40 1.61 1.96  0.00
C -3.59 0.97 1.03  0.00
C -2.64 -0.47 -1.95  -0.01
C -2.34 -1.76 -2.40  0.00
C -3.24 -2.49 -3.16  0.00
C -4.47 -1.94 -3.48  0.00
C -4.80 -0.67 -3.04  0.00
C -3.89 0.06 -2.28  0.00
H 0.80 4.48 -4.81  0.00
H 1.56 4.52 -2.44  0.00
H 0.60 2.96 -0.82  0.00
H -1.95 1.35 -3.86  0.00
H -0.96 2.90 -5.50  0.00
H -1.76 3.63 0.00  0.00
H -3.18 4.75 1.66  0.00
H -4.88 3.47 2.92  0.00
H -5.14 1.04 2.51  0.00
H -3.71 -0.09 0.86  0.00
H -1.40 -2.23 -2.13  0.00
H -2.98 -3.49 -3.48  0.00
H -5.18 -2.51 -4.07  0.00
H -5.76 -0.23 -3.29  0.00
H -4.17 1.05 -1.94  0.00
N 4.31 2.82 2.51  0.00
C 3.11 2.20 2.40  0.00
O 2.98 0.99 2.49  0.00
C 1.87 3.07 2.29  0.00
I 2.10 4.93 1.28  0.00
H 5.12 2.22 2.46  0.00
H 4.40 3.77 2.19  0.00
H 1.51 3.31 3.28  0.00
H 1.10 2.51 1.76  0.00

<S²> = 0.77
strongest force on any atom = 1.406 eV/Å
HOMO level (spin up / spin down) = -8.215 / -8.328 eV
Kohn-Sham gap (spin up / spin down) = 6.98 / 7.47 eV
relative energy (zero: lowest compared OMol25 entry of this formula, charge and spin) = 5.4 kcal/mol
multiplicity = 2


[2]
Below is a molecular structure, C35H30IN3O2P2PdS, with properties calculated with ωB97M-V/def2-TZVPD.

Last column: Löwdin charge in e.
Geometry (Å):
Pd -0.18 0.38 0.27  0.65
O -3.14 -2.40 -0.72  0.11
C -2.17 -1.93 -0.18  -0.57
O -1.70 -0.75 -0.49  -0.23
C -1.52 -2.72 0.94  -0.13
C -2.32 -3.66 1.57  0.02
C -1.84 -4.45 2.61  0.00
C -0.52 -4.31 3.06  -0.04
C 0.29 -3.37 2.47  -0.11
C -0.19 -2.58 1.39  -0.61
S 0.98 -1.59 0.63  0.87
H -3.34 -3.78 1.21  0.13
H -2.49 -5.18 3.07  0.12
H -0.14 -4.92 3.86  0.12
H 1.32 -3.24 2.79  0.11
C 0.12 3.27 3.50  -0.07
N 0.00 2.42 2.31  -0.44
P 1.29 1.71 1.46  0.91
C 2.44 1.09 2.67  -0.34
C 3.59 1.84 2.96  -0.07
C 4.40 1.47 4.02  -0.04
C 4.08 0.36 4.79  -0.03
C 2.94 -0.38 4.52  -0.04
C 2.12 -0.02 3.46  -0.11
C 2.15 2.91 0.46  -0.38
C 1.63 4.18 0.22  -0.08
C 2.29 5.04 -0.64  -0.04
C 3.45 4.62 -1.28  -0.03
C 3.98 3.36 -1.03  -0.05
C 3.32 2.50 -0.17  -0.11
P -1.26 1.36 1.96  0.91
C -2.44 2.13 0.89  -0.35
C -2.16 3.34 0.24  -0.06
C -3.07 3.86 -0.65  -0.04
C -4.26 3.19 -0.90  -0.02
C -4.54 1.98 -0.27  -0.03
C -3.64 1.44 0.63  -0.07
C -2.01 0.59 3.36  -0.33
C -1.52 -0.61 3.89  -0.07
C -2.11 -1.14 5.02  -0.04
C -3.19 -0.49 5.62  -0.02
C -3.68 0.70 5.09  -0.04
C -3.09 1.24 3.96  -0.07
H 1.01 3.90 3.39  0.09
H 0.21 2.68 4.41  0.09
H -0.75 3.93 3.57  0.09
H 3.84 2.71 2.38  0.11
H 5.29 2.05 4.24  0.12
H 4.73 0.08 5.62  0.12
H 2.69 -1.24 5.12  0.12
H 1.24 -0.60 3.24  0.04
H 0.73 4.51 0.72  0.09
H 1.90 6.03 -0.83  0.12
H 3.96 5.29 -1.96  0.12
H 4.89 3.04 -1.52  0.12
H 3.73 1.51 0.02  0.12
H -1.23 3.87 0.45  0.08
H -2.86 4.80 -1.14  0.12
H -4.97 3.60 -1.61  0.12
H -5.46 1.46 -0.47  0.13
H -3.85 0.50 1.11  0.12
H -0.71 -1.13 3.40  0.06
H -1.75 -2.08 5.42  0.12
H -3.65 -0.91 6.50  0.12
H -4.52 1.20 5.55  0.12
H -3.49 2.16 3.53  0.12
I 0.91 3.36 -5.25  0.92
C 0.30 2.03 -3.80  -0.76
C -0.77 1.16 -3.84  -0.11
N -0.78 0.49 -2.68  0.01
N 0.23 0.87 -1.88  -0.06
C 0.89 1.82 -2.56  -0.18
H -1.50 0.97 -4.61  0.14
H -1.43 -0.20 -2.33  0.13
H 1.77 2.28 -2.15  0.08

strongest force on any atom = 0.554 eV/Å
HOMO level (spin up / spin down) = -13.330 / -13.329 eV
Kohn-Sham gap (spin up / spin down) = 4.83 / 4.80 eV
relative energy (zero: lowest compared OMol25 entry of this formula, charge and spin) = 0.0 kcal/mol
charge = +2


[3]
Below is a molecular structure, C35H31Br6KO3P in a non-equilibrium geometry, with properties calculated with ωB97M-V/def2-TZVPD.

Last column: Löwdin charge in e.
Geometry (Å):
K 0.55 -0.54 0.10  0.75
C 3.31 -4.80 0.35  -0.06
C 2.69 -3.55 -0.28  -0.38
C 3.13 -3.40 -1.73  -0.08
C 1.19 -3.55 -0.10  -0.24
C 0.68 -3.33 1.18  -0.07
C -0.69 -3.25 1.40  -0.05
C -1.59 -3.39 0.36  -0.29
C -3.07 -3.26 0.59  -0.05
C -1.08 -3.63 -0.91  -0.06
C 0.28 -3.71 -1.14  -0.04
H 4.39 -4.77 0.26  0.08
H 2.96 -5.70 -0.16  0.08
H 3.05 -4.89 1.40  0.08
H 3.06 -2.69 0.28  0.15
H 2.89 -4.30 -2.30  0.08
H 4.21 -3.27 -1.78  0.08
H 2.66 -2.55 -2.22  0.05
H 1.36 -3.12 1.99  0.13
H -1.04 -3.01 2.40  0.12
H -3.27 -2.49 1.34  0.07
H -3.50 -4.20 0.96  0.08
H -3.59 -2.98 -0.32  0.07
H -1.77 -3.72 -1.74  0.11
H 0.64 -3.85 -2.15  0.11
Br -0.18 4.46 5.33  0.64
C 0.51 3.05 4.27  -0.79
C 1.66 2.40 4.61  -0.79
Br 2.60 2.87 6.19  0.63
C 2.15 1.37 3.78  -0.65
Br 3.75 0.44 4.22  0.68
C 1.55 0.96 2.60  -0.48
O 2.04 0.05 1.86  -0.27
C 0.27 1.68 2.22  -0.44
O -0.38 1.38 1.15  -0.33
C -0.16 2.68 3.08  -0.63
Br -1.79 3.53 2.57  0.71
Br -2.32 -0.08 -1.90  0.59
C -2.78 1.29 -0.57  -1.00
Br -4.30 0.75 0.50  0.57
H -3.09 2.16 -1.13  -0.01
H -1.92 1.40 0.09  -0.05
O 1.60 -0.28 -2.14  -0.43
P 1.83 0.97 -2.90  0.78
C 1.64 0.71 -4.67  -0.27
C 1.03 -0.46 -5.11  -0.06
C 0.86 -0.69 -6.47  -0.08
C 1.30 0.25 -7.39  -0.09
C 1.92 1.42 -6.95  -0.08
C 2.08 1.65 -5.60  -0.08
C 3.50 1.57 -2.57  -0.25
C 4.38 0.64 -2.02  -0.05
C 5.69 1.01 -1.72  -0.07
C 6.11 2.31 -1.98  -0.08
C 5.23 3.23 -2.52  -0.08
C 3.93 2.86 -2.81  -0.09
C 0.73 2.33 -2.45  -0.27
C 0.83 2.79 -1.14  -0.06
C -0.06 3.74 -0.66  -0.07
C -1.04 4.24 -1.50  -0.08
C -1.14 3.78 -2.81  -0.09
C -0.27 2.82 -3.28  -0.09
H 0.71 -1.19 -4.38  0.11
H 0.39 -1.60 -6.80  0.10
H 1.17 0.07 -8.44  0.10
H 2.27 2.15 -7.67  0.10
H 2.57 2.56 -5.27  0.10
H 4.04 -0.36 -1.79  0.10
H 6.36 0.29 -1.27  0.11
H 7.13 2.60 -1.74  0.10
H 5.56 4.25 -2.69  0.10
H 3.24 3.61 -3.18  0.11
H 1.56 2.38 -0.46  0.12
H -0.01 4.03 0.38  0.08
H -1.74 4.97 -1.12  0.11
H -1.92 4.17 -3.46  0.10
H -0.39 2.45 -4.29  0.10

strongest force on any atom = 1.122 eV/Å
HOMO level = -3.171 eV
Kohn-Sham gap = 5.00 eV
relative energy (zero: lowest compared OMol25 entry of this formula, charge and spin) = 13.3 kcal/mol
charge = -1